Record 1
# C3H7NO

An isolated molecule of C3H7NO in a non-equilibrium geometry (ωB97M-V with the def2-TZVPD basis set, the OMol25 dataset).

The geometry in ORCA input format:
```
! wB97M-V def2-TZVPD RIJCOSX def2/J DEFGRID3
* xyz 0 1
C 1.60441 -0.48400 0.08674
C 0.50241 0.57605 -0.04559
C -2.03097 0.25608 -0.00469
H 1.50292 -1.22647 -0.71192
H 2.65763 0.00844 0.25912
H 1.40311 -1.07007 1.03074
H 0.59699 1.28886 -0.91610
H 0.37291 1.17131 0.87985
H -0.71053 -1.24275 -0.45292
H -2.07337 1.42705 0.07739
N -0.77160 -0.26820 -0.32196
O -3.05393 -0.43628 0.11934
*
```

The structure (SMILES) is CCNC=O. For the max |F|, the calculation gives 0.08137 Eh/bohr. The HOMO energy comes out at -9.75 eV. Its molecular weight is 73.09 g mol⁻¹. For the orbital gap, the calculation gives 10.7 eV.

Charges per atom according to Löwdin partitioning, unit e:
1 C -0.124
2 C -0.231
3 C -0.344
4 H 0.064
5 H 0.109
6 H 0.083
7 H 0.116
8 H 0.106
9 H 0.098
10 H 0.152
11 N 0.000
12 O -0.027

***

Record 2
# C3H7NO

An isolated molecule of C3H7NO in a non-equilibrium geometry (ωB97M-V with the def2-TZVPD basis set, the OMol25 dataset).

The geometry in ORCA input format:
```
! wB97M-V def2-TZVPD RIJCOSX def2/J DEFGRID3
* xyz 0 1
C 0.94891 0.14767 -1.20260
N -0.77278 0.96220 0.34051
C 0.05918 -0.08884 -0.00708
C 0.13050 -1.25460 0.65213
O -1.80359 0.75165 1.25185
H -1.34427 0.81117 2.11109
H -1.05663 1.53615 -0.45600
H 1.82012 -0.51648 -1.20206
H 1.32717 1.17590 -1.20535
H 0.38942 -0.01661 -2.12905
H 0.80185 -2.04676 0.33637
H -0.49988 -1.46145 1.51020
*
```

The structure (SMILES) is C=C(C)NO. For the max |F|, the calculation gives 0.03019 Eh/bohr. The HOMO energy comes out at -8.15 eV. Its molecular weight is 73.09 g mol⁻¹. For the orbital gap, the calculation gives 9.2 eV.

Charges per atom according to Löwdin partitioning, unit e:
1 C -0.057
2 N -0.079
3 C -0.432
4 C 0.023
5 O -0.038
6 H 0.110
7 H 0.141
8 H 0.080
9 H 0.077
10 H 0.081
11 H 0.051
12 H 0.042

***

Record 3
# C3H7NO

An isolated molecule of C3H7NO in a non-equilibrium geometry (ωB97M-V with the def2-TZVPD basis set, the OMol25 dataset).

The geometry in ORCA input format:
```
! wB97M-V def2-TZVPD RIJCOSX def2/J DEFGRID3
* xyz 0 1
C 1.91770 -0.38768 0.15209
C 0.51630 0.35281 -0.06627
C -1.87673 0.04521 0.24076
H 1.82875 -1.07398 0.76120
H 2.60947 0.48298 0.48447
H 2.28230 -0.69557 -0.74952
H -0.75647 -0.50963 -1.39604
H -1.82630 0.09451 1.36601
H -2.69280 -0.44281 -0.29516
H -1.88745 1.05950 -0.06883
N -0.53800 -0.50804 -0.29623
O 0.42322 1.58270 -0.13249
*
```

The structure (SMILES) is CNC(C)=O. For the max |F|, the calculation gives 0.21948 Eh/bohr. The HOMO energy comes out at -9.75 eV. Its molecular weight is 73.09 g mol⁻¹. For the orbital gap, the calculation gives 10.5 eV.

Charges per atom according to Löwdin partitioning, unit e:
1 C 0.039
2 C -0.488
3 C -0.079
4 H -0.032
5 H 0.123
6 H 0.044
7 H 0.183
8 H 0.100
9 H 0.075
10 H 0.039
11 N -0.055
12 O 0.050

***

Record 4
# C3H7NO

A cluster of 2 separate species, C3H7NO in total in a non-equilibrium geometry (ωB97M-V with the def2-TZVPD basis set, the OMol25 dataset).

The geometry in ORCA input format:
```
! wB97M-V def2-TZVPD RIJCOSX def2/J DEFGRID3
* xyz 0 1
O -3.58574 -2.25144 -1.03284
C -2.84932 -1.83918 -0.20069
H -2.99921 -0.91646 0.30865
H -1.81451 -2.13230 -0.13409
C 0.31417 0.94503 0.80123
C 1.51671 1.26507 0.12383
N 2.28062 0.49415 -0.76072
H 0.56331 1.09875 1.93803
H -0.58300 0.40091 0.49478
H 1.77593 2.32570 0.26778
H 2.41072 -0.42132 -0.43490
H 2.97033 1.03109 -1.37105
*
```

The structure (SMILES) is C=CN.C=O. For the max |F|, the calculation gives 0.07614 Eh/bohr. The HOMO energy comes out at -7.73 eV. Its molecular weight is 73.09 g mol⁻¹. For the orbital gap, the calculation gives 8.5 eV.

Charges per atom according to Löwdin partitioning, unit e:
1 O 0.021
2 C -0.157
3 H 0.060
4 H 0.066
5 C -0.060
6 C -0.301
7 N 0.035
8 H 0.068
9 H -0.001
10 H 0.087
11 H 0.060
12 H 0.123

***

Record 5
# C3H7NO

A structure of composition C3H7NO in a non-equilibrium geometry (ωB97M-V with the def2-TZVPD basis set, the OMol25 dataset).

The geometry in ORCA input format:
```
! wB97M-V def2-TZVPD RIJCOSX def2/J DEFGRID3
* xyz 0 1
C -0.63525 0.80807 -0.12075
C -0.46672 -0.62590 -0.36397
C 0.90157 -0.68232 0.45418
O -1.77995 1.19034 0.50206
N 2.10565 -0.69877 -0.08515
H -1.77780 2.14319 0.65625
H 2.05766 -0.77726 -1.10109
H -0.14868 1.51418 -0.79058
H 0.62982 0.59503 0.83340
H -1.24248 -1.21804 0.11957
H -0.33335 -0.90124 -1.40701
H 0.68952 -1.34726 1.30308
*
```

For the max |F|, the calculation gives 0.05767 Eh/bohr. The HOMO energy (spin up / spin down) comes out at -7.86 / -7.85 eV. Its molecular weight is 73.09 g mol⁻¹. For the orbital gap (spin up / spin down), the calculation gives 8.4 / 8.3 eV.

Charges per atom according to Löwdin partitioning, unit e:
1 C -0.239
2 C -0.162
3 C -0.402
4 O 0.023
5 N 0.006
6 H 0.113
7 H 0.016
8 H 0.135
9 H 0.164
10 H 0.113
11 H 0.105
12 H 0.127

***

Record 6
# C3H7NO

A cluster of 2 separate species, C3H7NO in total (ωB97M-V with the def2-TZVPD basis set, the OMol25 dataset).

The geometry in ORCA input format:
```
! wB97M-V def2-TZVPD RIJCOSX def2/J DEFGRID3
* xyz 0 1
O -1.07552 1.58018 -0.11997
C -1.04845 0.69635 -0.94122
C -0.25095 -0.55927 -0.78718
C 1.06911 -0.51459 -0.09392
N -0.09205 -1.04103 0.58770
H -0.05414 1.52225 2.01652
H 0.41546 1.90549 2.45013
H -1.62163 0.78516 -1.88733
H -0.37011 -1.28772 -1.58791
H 1.42320 0.44158 0.28371
H 1.83877 -1.19923 -0.44699
H -0.08184 -2.05739 0.59624
*
```

The structure (SMILES) is O=C[C@H]1CN1.[H][H]. For the max |F|, the calculation gives 0.01092 Eh/bohr. The HOMO energy comes out at -9.85 eV. Its molecular weight is 73.09 g mol⁻¹. For the orbital gap, the calculation gives 10.8 eV.

Charges per atom according to Löwdin partitioning, unit e:
1 O 0.021
2 C -0.226
3 C -0.276
4 C -0.143
5 N 0.032
6 H 0.012
7 H 0.035
8 H 0.118
9 H 0.131
10 H 0.093
11 H 0.106
12 H 0.099

***

Record 7
# C3H7NO

An isolated molecule of C3H7NO (ωB97M-V with the def2-TZVPD basis set, the OMol25 dataset).

The geometry in ORCA input format:
```
! wB97M-V def2-TZVPD RIJCOSX def2/J DEFGRID3
* xyz 0 1
C -1.79434 -0.20253 -0.92890
O -0.96206 -1.30069 -0.56103
C 0.17836 -0.90974 0.03444
N 0.42849 0.31155 0.20817
C 1.61145 0.78984 0.86594
H -2.02023 0.40900 -0.05040
H -1.27754 0.43568 -1.65194
H -2.70128 -0.62790 -1.35588
H 0.78736 -1.77916 0.31523
H 2.33760 0.02230 1.17323
H 2.11134 1.49924 0.19784
H 1.30085 1.35243 1.75329
*
```

The structure (SMILES) is C/N=C/OC. For the max |F|, the calculation gives 0.00808 Eh/bohr. The HOMO energy comes out at -9.69 eV. Its molecular weight is 73.09 g mol⁻¹. For the orbital gap, the calculation gives 10.8 eV.

Charges per atom according to Löwdin partitioning, unit e:
1 C -0.095
2 O -0.104
3 C -0.267
4 N -0.019
5 C -0.140
6 H 0.086
7 H 0.087
8 H 0.087
9 H 0.143
10 H 0.073
11 H 0.074
12 H 0.075

***

Record 8
# C3H7NO

An isolated molecule of C3H7NO (ωB97M-V with the def2-TZVPD basis set, the OMol25 dataset).

The geometry in ORCA input format:
```
! wB97M-V def2-TZVPD RIJCOSX def2/J DEFGRID3
* xyz 0 1
C -1.20696 -0.01274 -0.19546
C -0.35725 -0.93498 0.64313
C 0.28552 0.28841 0.11305
O 0.51799 1.28492 1.05610
N 1.36935 0.24983 -0.82920
H -2.03298 0.47408 0.34351
H 0.29692 2.09133 0.57537
H -1.50827 -0.32760 -1.19252
H -0.05508 -1.87756 0.20554
H -0.55233 -0.94348 1.70786
H 2.08948 -0.43465 -0.62627
H 1.15360 0.14244 -1.80111
*
```

The structure (SMILES) is NC1(O)CC1. For the max |F|, the calculation gives 0.01741 Eh/bohr. The HOMO energy comes out at -9.43 eV. Its molecular weight is 73.09 g mol⁻¹. For the orbital gap, the calculation gives 10.5 eV.

Charges per atom according to Löwdin partitioning, unit e:
1 C -0.056
2 C -0.094
3 C -0.607
4 O 0.005
5 N 0.098
6 H 0.104
7 H 0.100
8 H 0.091
9 H 0.102
10 H 0.106
11 H 0.082
12 H 0.068

***

Record 9
# C3H7NO2

A cluster of 3 separate species, C3H7NO2 in total in a non-equilibrium geometry (ωB97M-V with the def2-TZVPD basis set, the OMol25 dataset).

The geometry in ORCA input format:
```
! wB97M-V def2-TZVPD RIJCOSX def2/J DEFGRID3
* xyz -2 1
C -0.51672 1.19428 -1.01265
C 0.40184 0.75054 0.15987
C 1.02138 -0.38513 0.34356
N 2.10573 -2.74224 -0.75733
O 1.89185 -3.71995 -1.50501
O 2.63264 -3.00088 0.37203
H -1.63788 1.18637 -0.96206
H -0.22207 2.12677 -1.43928
H -0.45050 0.35091 -1.68959
H 0.58280 1.53492 0.92824
H -8.61106 4.21588 4.44082
H 1.23761 -1.29942 -0.17782
H 1.56438 -0.21207 1.29922
*
```

For the max |F|, the calculation gives 0.06746 Eh/bohr. The HOMO energy comes out at 1.71 eV. Its molecular weight is 89.09 g mol⁻¹. For the orbital gap, the calculation gives 3.6 eV.

Charges per atom according to Löwdin partitioning, unit e:
1 C -0.126
2 C -0.262
3 C -0.020
4 N -0.408
5 O -0.223
6 O -0.236
7 H 0.068
8 H 0.035
9 H 0.052
10 H 0.075
11 H -1.000
12 H -0.016
13 H 0.060

***

Record 10
# C3H7NO2

A cluster of 2 separate species, C3H7NO2 in total in a non-equilibrium geometry (ωB97M-V with the def2-TZVPD basis set, the OMol25 dataset).

The geometry in ORCA input format:
```
! wB97M-V def2-TZVPD RIJCOSX def2/J DEFGRID3
* xyz 0 1
C 3.73740 0.51064 0.07950
N 4.59952 -0.42402 -0.27385
C -2.12848 0.05326 -0.01596
C -3.41081 0.13693 -0.58878
O -4.41040 -0.62290 0.40746
O 2.51137 0.53948 0.24037
H 4.28959 1.44962 0.37513
H 4.27205 -1.31316 0.12172
H -1.66442 0.92852 0.42585
H -1.63976 -0.89624 0.11214
H -3.95021 1.05993 -0.74670
H -3.57483 -0.58629 -1.39620
H -3.75780 -0.85907 1.06292
*
```

For the max |F|, the calculation gives 0.07940 Eh/bohr. The HOMO energy comes out at -7.13 eV. Its molecular weight is 89.09 g mol⁻¹. For the orbital gap, the calculation gives 2.3 eV.

Charges per atom according to Löwdin partitioning, unit e:
1 C -0.558
2 N 0.086
3 C 0.184
4 C -0.195
5 O -0.069
6 O -0.058
7 H 0.110
8 H 0.033
9 H 0.094
10 H 0.093
11 H 0.117
12 H 0.129
13 H 0.036

***

> Look up the molecular weight of the fourth one.

73.09 g mol⁻¹